(1)
A 4-piece molecular cluster, C24H20N4O8 overall in a non-equilibrium geometry. Source: the OMol25 dataset; level of theory: wB97M-V/def2-TZVPD.

XYZ file:
```
56
C24H20N4O8 (wB97M-V/def2-TZVPD)
O 25.2040 44.8330 16.7800
N 26.3380 44.4650 17.0630
O 26.5000 43.4300 17.7510
C 27.4610 45.3320 16.9720
C 28.8660 44.6980 16.6590
C 30.0050 45.7460 16.4810
C 29.7600 47.1960 16.7460
C 28.5160 47.7170 17.1780
C 27.2210 46.8180 17.1850
H 28.9620 43.6990 16.5790
H 30.9650 45.4520 16.5100
H 30.5650 47.8620 16.5410
H 28.3180 48.7910 17.3070
H 26.1310 46.8600 17.4960
O 31.3920 42.8320 17.0770
N 32.4050 43.2540 17.7470
O 32.5510 44.4300 18.1010
C 33.4620 42.2950 18.0520
C 33.1040 40.7630 17.9100
C 34.1260 39.6160 18.3430
C 35.3090 40.0160 19.1720
C 35.6280 41.4080 19.3330
C 34.7150 42.5710 18.7400
H 32.1290 40.4960 17.5510
H 33.9810 38.6870 17.9450
H 36.1200 39.3900 19.5510
H 36.4210 41.6980 19.8590
H 34.8800 43.6140 18.7670
O 28.0720 44.0020 21.3650
N 26.9500 43.4560 21.5810
O 26.8210 42.5230 22.2930
C 25.8370 44.2360 20.9920
C 24.3830 43.5230 21.0000
C 23.2110 44.2390 20.5410
C 23.3910 45.5880 20.0600
C 24.5720 46.3060 20.0220
C 25.9210 45.6490 20.5890
H 24.2330 42.4180 21.2480
H 22.3240 43.6840 20.5490
H 22.4880 46.1250 19.8580
H 24.7340 47.2410 19.7600
H 26.8250 46.2580 20.8570
O 23.7450 50.5410 15.0020
N 24.1830 49.3760 15.0680
O 24.5700 48.6980 16.0740
C 24.2850 48.6930 13.7210
C 23.9390 49.4770 12.5350
C 24.0470 48.7550 11.1150
C 24.2040 47.1920 11.1200
C 24.3580 46.4450 12.3060
C 24.6140 47.1620 13.6400
H 23.7910 50.5290 12.5560
H 24.0220 49.4540 10.2220
H 24.2530 46.7050 9.9770
H 24.3320 45.3330 12.3890
H 24.7290 46.4190 14.4970
```

E_LUMO = -1.3 eV
energy above the lowest of the compared OMol25 structures with the same formula, charge and spin = 21.186 eV
E_tot = -1746.6412 a.u.
SMILES = O=[N+]([O-])c1ccccc1.O=[N+]([O-])c1ccccc1.O=[N+]([O-])c1ccccc1.O=[N+]([O-])c1ccccc1

(2)
C24H21BeF2N2OS as an isolated structure in a non-equilibrium geometry. Source: the OMol25 dataset; level of theory: wB97M-V/def2-TZVPD.

XYZ file:
```
52
C24H21BeF2N2OS (wB97M-V/def2-TZVPD)
Be 0.6853 -0.3676 1.1875
F -0.4057 3.8961 3.7806
C 0.5364 3.0971 3.1816
C 0.0710 1.9674 2.4806
C 0.9702 1.1957 1.8263
C 2.2947 1.6317 1.6555
C 2.7403 2.7805 2.2591
F 4.0192 3.2066 1.9836
C 1.8465 3.5773 3.0363
C 3.0404 0.7321 0.8338
C 4.4068 0.7132 0.5165
C 4.9941 -0.3296 -0.2099
C 4.1568 -1.4036 -0.5800
C 2.7890 -1.3672 -0.1907
N 2.2597 -0.3808 0.4970
H -1.0061 1.7182 2.5592
H 2.1213 4.5059 3.6137
H 5.0055 1.6048 0.8024
H 6.0514 -0.2721 -0.5045
H 4.5646 -2.3094 -0.9803
H 2.1658 -2.2064 -0.5243
C 1.8063 -1.8965 3.2450
O 0.8528 -1.6826 2.1762
H 1.3661 -1.4902 4.2404
H 2.7233 -1.3229 2.9973
H 2.0761 -2.9776 3.2735
H 0.0829 -2.3503 2.2529
N -0.5597 -0.7878 0.1413
S -0.6461 -0.5001 -1.4770
C -1.5623 1.0371 -1.7019
C -2.5549 1.0792 -2.6809
C -3.5260 2.1070 -2.6728
C -3.4152 3.1385 -1.7410
C -2.3469 3.1364 -0.8206
C -1.4127 2.0823 -0.8696
C -1.8417 -1.7647 -1.9413
C -3.1965 -1.7402 -1.7419
C -4.0541 -2.7441 -2.1119
C -3.5394 -3.9371 -2.5234
C -2.1233 -4.0528 -2.6891
C -1.3170 -2.9377 -2.4613
H -1.5190 -0.6719 0.4496
H -2.6284 0.3035 -3.4092
H -4.3476 2.1011 -3.3801
H -4.0303 4.0392 -1.7921
H -2.1878 3.9095 -0.0664
H -0.6436 2.0933 -0.0532
H -3.6282 -0.8426 -1.3081
H -5.1117 -2.5994 -2.0518
H -4.1920 -4.8028 -2.7886
H -1.5755 -4.9383 -3.0377
H -0.2549 -2.9775 -2.6803
```

E_LUMO = -2.8 eV
charge = +1
E_tot = -1724.3822 a.u.

(3)
C24H21BrCoN5O2Te as an isolated structure in a non-equilibrium geometry. Source: the OMol25 dataset; level of theory: wB97M-V/def2-TZVPD.

XYZ file:
```
55
C24H21BrCoN5O2Te (wB97M-V/def2-TZVPD)
Co -1.2815 0.4806 0.8650
Br 2.8595 2.3805 -7.6257
C 2.7857 0.8086 -6.5847
C 1.5711 0.4330 -6.0001
C 1.5021 -0.6983 -5.2302
C 2.6585 -1.4857 -5.0213
C 3.8714 -1.1060 -5.6340
C 3.9324 0.0342 -6.3995
N 2.6083 -2.6213 -4.3018
N 1.7982 -3.0934 -3.5290
C 1.0404 -2.6784 -2.5254
C -0.0576 -3.4888 -2.1518
C -0.9900 -3.0880 -1.2327
C -0.8694 -1.8344 -0.5845
O -1.7615 -1.3346 0.1711
C 0.3471 -1.0759 -0.8169
N 0.4973 0.0379 -0.0602
C 1.5950 0.7606 -0.1897
C 2.6209 0.4075 -1.0623
C 2.4791 -0.7087 -1.8573
C 1.3091 -1.4779 -1.7650
H 0.6919 1.0355 -6.1595
H 0.5659 -1.0111 -4.7917
H 4.7566 -1.6996 -5.4687
H 4.8587 0.3397 -6.8614
H -0.1964 -4.4155 -2.6898
H -1.8581 -3.6931 -1.0134
H 1.6815 1.6444 0.4277
H 3.5208 0.9976 -1.0935
H 3.2748 -1.0014 -2.5209
C -1.3711 2.0322 4.5561
Te -2.3907 0.7005 3.1688
C -1.4760 -0.7912 4.4533
C -1.3100 -0.1336 5.7864
C -1.2260 -0.8745 6.9558
C -1.1127 -0.2291 8.1749
C -1.0704 1.1574 8.2296
C -1.1362 1.9036 7.0637
C -1.2613 1.2636 5.8389
H -1.9320 2.9586 4.6828
H -0.3824 2.2815 4.1578
H -0.5067 -1.0661 4.0232
H -2.0934 -1.6865 4.5093
H -1.2756 -1.9490 6.9122
H -1.0821 -0.8038 9.0858
H -1.0118 1.6570 9.1845
H -1.1188 2.9812 7.1090
N -3.0865 3.3852 -1.5427
C -2.7269 2.1639 -1.1480
N -3.0707 1.1004 -1.8956
O -2.0343 2.0256 -0.1123
H -3.6656 3.5491 -2.3475
H -2.8226 4.1735 -0.9745
H -3.7140 1.1707 -2.6665
H -2.9314 0.1819 -1.4993
```

E_LUMO (alpha / beta) = -7.1 / -7.4 eV
<S²> = 6.0477
charge = +2
E_tot = -5575.7146 a.u.
spin multiplicity = 5

(4)
A 7-piece molecular cluster, C24H21Cl12F3O overall in a non-equilibrium geometry. Source: the OMol25 dataset; level of theory: wB97M-V/def2-TZVPD.

XYZ file:
```
61
C24H21Cl12F3O (wB97M-V/def2-TZVPD)
Cl -6.6568 -17.1330 -5.4056
C -7.5641 -18.3189 -4.3988
Cl -6.6152 -19.7677 -4.0970
Cl -7.8140 -17.5796 -2.7636
Cl -9.1133 -18.7110 -5.1482
Cl -18.1651 -16.4246 -10.7172
C -18.8875 -18.0727 -10.5142
Cl -17.6298 -19.2551 -10.6542
Cl -19.6253 -18.1406 -8.9328
Cl -20.1042 -18.3497 -11.7999
Cl -15.5156 -15.8521 -8.1960
C -14.6914 -15.8479 -9.8362
Cl -14.7783 -17.4386 -10.6092
Cl -15.4360 -14.5696 -10.8229
Cl -12.9744 -15.4486 -9.4612
F -5.7126 -21.3683 -7.5068
C -6.9860 -21.8496 -7.7394
C -7.8586 -22.0638 -6.7048
C -9.2110 -22.4268 -6.9522
C -9.7057 -22.5704 -8.2703
C -8.7761 -22.4213 -9.2953
C -7.4824 -21.9898 -8.9959
H -7.4100 -22.0106 -5.7238
H -9.8384 -22.6836 -6.1116
H -10.7181 -22.8614 -8.5088
H -9.1125 -22.7280 -10.2747
H -6.7814 -21.7853 -9.7916
F -11.6689 -19.5654 -6.2761
C -12.5460 -20.1458 -7.1248
C -13.4210 -19.2900 -7.7769
C -14.5323 -19.8052 -8.4327
C -14.7383 -21.1632 -8.4748
C -13.8498 -22.0355 -7.8492
C -12.7146 -21.5294 -7.1309
H -13.2495 -18.2259 -7.7075
H -15.2962 -19.1899 -8.8845
H -15.5941 -21.5226 -9.0270
H -14.0982 -23.0863 -7.8725
H -12.0025 -22.1730 -6.6360
F -10.1885 -25.2643 -1.5538
C -10.5249 -24.0841 -2.1270
C -9.7375 -22.9558 -1.8951
C -9.9262 -21.7886 -2.6706
C -10.9990 -21.7159 -3.6034
C -11.8334 -22.7968 -3.7493
C -11.5712 -23.9728 -3.0288
H -8.8933 -23.0269 -1.2252
H -9.2953 -20.9120 -2.6742
H -11.1488 -20.8908 -4.2840
H -12.6590 -22.7484 -4.4439
H -12.1631 -24.8515 -3.2386
C -12.8944 -16.0940 -5.3958
C -13.3230 -16.9451 -4.2275
C -12.2810 -17.7326 -3.4610
O -14.4955 -17.1466 -4.0246
H -12.2349 -16.6868 -6.0297
H -12.2472 -15.3862 -4.8779
H -13.6610 -15.5418 -5.9394
H -12.8471 -18.2228 -2.6688
H -11.5683 -17.0260 -3.0358
H -11.7949 -18.4620 -4.1089
```

E_LUMO = -0.2 eV
E_tot = -6824.1828 a.u.
SMILES = ClC(Cl)(Cl)Cl.ClC(Cl)(Cl)Cl.ClC(Cl)(Cl)Cl.Fc1ccccc1.Fc1ccccc1.Fc1ccccc1.CC(C)=O

(5)
C24H21Cl2CoN5O3 as an isolated structure in a non-equilibrium geometry. Source: the OMol25 dataset; level of theory: wB97M-V/def2-TZVPD.

XYZ file:
```
56
C24H21Cl2CoN5O3 (wB97M-V/def2-TZVPD)
Co 10.7878 12.4285 6.0137
Cl 5.4878 16.4781 4.3801
C 7.0730 15.8795 4.5391
C 7.2526 14.6208 5.0188
C 8.5382 14.1099 5.1837
N 8.8479 12.9332 5.8441
C 7.9052 12.1600 6.4837
O 6.7193 12.1031 6.2701
C 8.5583 11.4325 7.6572
C 7.8206 10.6635 8.5480
C 8.4564 10.0504 9.6407
C 9.8254 10.2085 9.7742
C 10.4700 11.0097 8.8803
N 9.8795 11.6097 7.8167
C 9.7196 14.8533 4.7476
C 9.5239 16.1560 4.2591
C 8.2190 16.6801 4.1986
Cl 8.0632 18.2684 3.6342
N 10.9028 14.1924 4.9851
C 12.0959 14.8067 4.8324
O 12.3127 15.8301 4.2423
C 13.2060 13.9270 5.4701
C 14.5320 14.2286 5.2074
C 15.5110 13.4119 5.7302
C 15.1397 12.3719 6.5852
C 13.8076 12.1799 6.8735
N 12.8299 12.9141 6.3039
H 6.3584 13.9785 5.1651
H 6.7351 10.5220 8.4208
H 7.9119 9.3305 10.2658
H 10.3713 9.7565 10.5723
H 11.5510 11.1552 8.9730
H 10.2779 16.8031 3.8704
H 14.7788 15.0793 4.5575
H 16.5802 13.6256 5.4820
H 15.9202 11.7800 7.0197
H 13.4423 11.4080 7.5207
O 11.1982 10.4948 5.3787
C 11.1055 9.3180 5.8106
C 12.1907 8.3244 5.5682
C 11.4852 7.1661 4.7989
C 10.4218 7.6660 3.8016
C 9.0271 7.6473 4.3665
C 8.8348 8.7580 5.3890
N 9.9662 8.8517 6.3640
H 12.5500 8.0079 6.5445
H 13.0051 8.7485 4.9713
H 11.0380 6.4059 5.4761
H 12.2708 6.5979 4.2968
H 10.4711 6.9832 2.9397
H 10.6623 8.6572 3.4252
H 8.8445 6.6800 4.7837
H 8.2971 7.7810 3.5704
H 7.9222 8.6271 5.9887
H 8.7716 9.7061 4.9056
H 10.0890 7.9204 6.7812
```

E_LUMO (alpha / beta) = -3.0 / -5.1 eV
<S²> = 6.0268
charge = +1
energy above the lowest of the compared OMol25 structures with the same formula, charge and spin = 0.231 eV
E_tot = -3729.6766 a.u.
spin multiplicity = 5

What is the formula in the second record?
C24H21BeF2N2OS